{"formula": "C3H4O3", "method": "ωB97M-V with the def2-TZVPD basis set", "species": ["O", "O", "O", "C", "C", "C", "H", "H", "H", "H"], "xyz": [[1.32, 1.56, 0.04], [-2.06, 0.22, -0.13], [1.26, -1.30, -0.29], [-0.10, -1.10, 0.20], [0.11, 1.57, -0.09], [-0.88, 0.25, -0.17], [-0.18, -1.27, 1.22], [-0.47, 2.42, -0.20], [1.80, -0.50, -0.31], [-0.80, -1.86, -0.29]], "e_tot_ev": -9316.1883, "smiles": "O=CC(=O)CO", "e_homo_ev": -9.713, "gap_ev": 8.74, "relative_energy_kj_mol": 242.4}